CH12NO4 | ωB97M-V with the def2-TZVPD basis set

Summary:
Kohn-Sham gap = 10.20 eV
Energy above the lowest of the compared OMol25 structures with the same formula, charge and spin = 105.9 kJ/mol
Charge = +1
2S+1 = 1

```
18
Properties=species:S:1:pos:R:3:forces:R:3
C -3.138 0.235 0.666 4.4923 0.2160 -0.7458
N -1.995 0.841 0.801 -2.1852 -2.0811 -0.3228
H -4.057 0.699 0.707 -1.7216 1.2254 0.6334
H -3.043 -0.737 0.312 -0.2104 -1.9041 -0.2920
H -0.994 0.446 0.598 -1.1837 0.5060 0.2141
H -2.147 1.764 1.073 0.7005 2.1540 0.5502
H 3.023 2.735 -0.879 -0.2659 -0.5077 0.3507
H 3.031 2.948 0.613 -0.1819 -0.4720 -0.0780
O 2.741 2.299 -0.052 0.4300 0.8972 -0.1867
H 1.343 0.980 0.314 -0.4319 0.3451 0.3065
H 0.746 0.339 -0.884 -0.8703 -0.1771 1.3684
O 0.512 0.515 0.075 1.9222 0.5236 -1.9488
H -0.308 -2.506 0.695 -0.8936 0.0725 0.0726
H 0.375 -1.228 0.859 -1.8729 -0.0038 -0.1564
O -0.570 -1.576 0.819 2.2822 -0.8792 0.2380
H 0.912 -3.103 -1.822 0.1055 0.2316 0.1586
H 2.093 -2.295 -2.328 -0.4441 -0.0026 0.8090
O 1.474 -2.356 -1.566 0.3285 -0.1437 -0.9709
```
Forces are in eV/Å.


CH12O4 | ωB97M-V with the def2-TZVPD basis set

Summary:
Kohn-Sham gap = 11.62 eV
Energy above the lowest of the compared OMol25 structures with the same formula, charge and spin = 99.8 kJ/mol
Charge = 0
2S+1 = 1
Structure (SMILES) = C.O.O.O.O

```
17
Properties=species:S:1:pos:R:3:forces:R:3
C -1.469 -0.892 -1.775 -1.0473 0.3576 0.9868
H -1.543 -1.087 -2.858 0.5145 -0.2607 0.6261
H -2.253 -1.471 -1.215 0.5038 0.6038 -0.7315
H -1.674 0.192 -1.634 -0.0085 -0.6525 -0.0159
H -0.539 -1.109 -1.229 -0.0526 -0.1109 -0.8670
H 0.870 0.405 -1.979 1.1795 0.1322 1.0285
H 0.835 1.041 -0.510 2.0039 -0.9376 -2.0455
O 1.514 0.586 -1.241 -3.1633 1.0731 1.2011
H 0.209 -0.509 1.755 -2.0239 1.3455 2.7813
H -0.149 0.111 3.342 -1.2721 -0.7734 -3.7698
O -0.575 -0.064 2.375 3.3803 -0.8657 1.3157
H -0.493 1.189 1.342 0.5021 0.7071 -0.5279
H -1.018 1.941 0.114 -0.8910 0.3663 -0.6403
O -0.216 1.823 0.597 0.4150 -0.8661 0.9323
H 1.913 -0.440 0.308 -0.0712 0.8472 -2.4378
H 2.757 -0.968 1.424 -1.0909 0.1116 0.1006
O 1.830 -0.749 1.183 1.1217 -1.0775 2.0634
```
Forces are in eV/Å.


CH12O4 | ωB97M-V with the def2-TZVPD basis set

Summary:
Kohn-Sham gap (alpha / beta) = 11.46 / 4.76 eV
Energy above the lowest of the compared OMol25 structures with the same formula, charge and spin = 61.2 kJ/mol
<S²> = 0.76
Charge = +1
2S+1 = 2

```
17
Properties=species:S:1:pos:R:3:forces:R:3
C -0.077 1.882 0.171 0.5842 -0.2330 -1.9307
H 0.584 1.635 -0.700 -0.3031 1.0448 0.6797
H 0.175 1.001 0.806 -1.1540 1.6118 -0.0464
H -1.086 2.011 -0.302 0.7101 -0.8286 1.0199
H 0.127 2.827 0.646 0.6304 0.0405 0.2728
H -2.335 0.179 0.301 -1.4510 1.0415 0.3289
H -1.178 -0.171 -0.633 -0.9222 -0.3366 0.8346
O -1.638 -0.435 0.224 1.3538 -1.3362 -0.8323
H 1.833 -2.209 -0.136 0.3965 -0.2134 0.3467
H 2.189 -1.741 1.337 0.2902 -0.5033 -0.0187
O 2.315 -1.543 0.393 -1.1222 0.4013 -0.0195
H 0.038 -0.923 -1.844 -0.0570 0.1600 -0.5668
H -0.692 -0.093 -2.872 -1.3687 -0.1397 -3.5804
O -0.377 -0.068 -2.025 1.7594 -0.3160 3.4661
H 0.451 -0.215 1.201 0.1169 0.0241 0.1861
H -0.641 -1.110 1.692 -1.9619 -0.4756 -0.7824
O 0.310 -1.028 1.740 2.4986 0.0585 0.6422
```
Forces are in eV/Å.